{
  "formula": "C43H51AsFN5O8P2Se2Si3Zn",
  "method": "the ωB97M-V functional and the def2-TZVPD basis",
  "elements": ["C", "H", "C", "C", "N", "C", "C", "C", "H", "C", "C", "C", "C", "H", "H", "O", "H", "H", "C", "C", "O", "H", "H", "C", "P", "C", "C", "O", "H", "O", "C", "H", "H", "C", "H", "C", "H", "H", "H", "C", "C", "H", "C", "C", "H", "H", "H", "C", "C", "H", "N", "P", "C", "H", "H", "H", "C", "Se", "H", "Si", "H", "H", "N", "H", "C", "H", "H", "C", "H", "H", "H", "As", "C", "H", "F", "Zn", "C", "Si", "H", "O", "H", "N", "Se", "H", "C", "H", "C", "H", "H", "C", "H", "H", "H", "H", "C", "H", "H", "C", "C", "O", "C", "H", "O", "C", "C", "C", "O", "Si", "H", "H", "C", "H", "H", "C", "C", "N", "H"],
  "coordinates": [[1.0562, -1.5208, -1.1033], [2.9034, 2.1422, -5.9489], [1.7744, -2.1324, 7.2467], [-2.3016, -6.5025, 4.5586], [-0.5769, -0.1767, 3.1034], [1.0199, 6.8798, -0.0380], [-3.1969, -2.7476, -0.9498], [3.1228, 4.6062, -0.1265], [-2.3962, 6.9994, -3.1748], [-0.7982, -0.0255, -0.4381], [0.1353, -4.2624, 0.3370], [0.9671, -6.4428, -0.1593], [0.6982, -1.4582, 6.6631], [-4.3275, -6.0167, 4.0485], [-1.2019, -5.4495, -2.6093], [5.2308, 2.9752, -5.7947], [2.0097, 0.6640, 1.2457], [-3.0230, 2.3000, -0.8015], [1.1634, -2.6295, 4.5327], [-1.8883, -3.7507, 4.7197], [7.9764, 0.1635, -3.4413], [0.0749, -0.7385, 7.1724], [-0.3149, 4.0106, -4.9760], [-3.9571, -1.6206, -1.2516], [-1.4419, -1.9621, 4.9665], [2.8083, 1.8865, -4.8948], [-3.1355, -4.2146, 4.2788], [1.1064, -1.5148, -2.4111], [-0.9269, 7.0705, -2.1855], [-1.0176, 0.7211, -1.4644], [-5.3257, -1.6531, -1.1118], [1.8604, -0.5794, 2.4040], [0.1212, -3.3338, 0.9336], [2.2785, -3.1811, 5.1183], [0.2464, -7.2489, -2.0339], [-0.6103, -4.2238, -0.8877], [1.3360, -5.3663, 1.6252], [-2.4786, -7.5679, 4.3305], [0.6386, 3.2403, 2.1489], [-3.8616, -3.9358, -0.7025], [-3.4108, 3.9780, -2.9514], [3.3506, -3.5736, 6.9586], [5.5808, -0.1111, -3.1204], [2.5503, -3.0286, 6.4789], [2.5992, 2.7932, -4.3377], [-3.8613, -3.4543, 4.0117], [-3.5218, 2.8701, -3.1252], [1.4391, 0.3280, 2.1004], [0.1725, -6.4685, -1.3246], [-0.2706, -6.6647, 5.3139], [-0.5945, 0.6448, 0.7652], [-1.4645, -2.7337, -1.4336], [-0.9430, -4.6358, 5.2511], [-5.8867, -0.7349, -1.3356], [-3.4852, -0.7089, -1.7050], [1.5798, 1.0569, 2.9761], [-1.8588, 6.5004, -2.3676], [-1.8283, -2.4243, -3.6412], [2.1837, -1.8185, 8.2413], [-1.6154, 4.7232, -2.8712], [4.0860, 5.0054, -0.6190], [1.8646, 7.1918, -2.8799], [4.1913, 1.3550, -4.4604], [3.0934, 5.0172, 0.9050], [-1.1066, -6.0087, 5.0550], [1.6638, -7.2560, 0.0553], [-3.9072, 4.1738, -1.9840], [6.8396, 0.4657, -3.7159], [3.1412, 3.5266, -0.1150], [-3.3404, 1.6401, 0.8118], [-0.8467, 2.5975, 2.8849], [0.0589, 3.6265, -1.5791], [-2.8811, 2.5104, 0.2720], [-3.3281, -4.8938, -0.6385], [5.7931, -1.0048, -2.1575], [-0.2084, -0.4138, -3.5407], [0.2943, -1.9504, 5.3944], [1.6154, 5.4322, -1.0856], [1.9206, 5.5734, -3.6388], [1.6177, -0.2828, -5.0414], [3.4440, 0.1242, -2.8491], [6.5180, 1.4536, -4.6704], [-2.5893, -1.5545, 6.8393], [2.9978, -3.7302, 4.5138], [5.2838, 2.0287, -5.0228], [0.8809, -2.7350, 3.5025], [-5.2090, -3.9328, -0.4744], [-4.0094, 4.4809, -3.7355], [0.6869, 6.3825, 0.8556], [-3.3558, -5.6078, 4.2810], [7.3512, 1.9241, -5.0541], [3.3363, 6.2250, -2.7600], [-2.5210, 6.5672, -1.4827], [-7.1195, -2.8028, -0.6419], [0.8810, -5.3959, 0.6518], [-1.9335, 4.5961, -5.2678], [-3.3204, 3.4556, 0.6485], [-1.6624, -0.8357, 3.3279], [1.5828, 0.9189, -4.7252], [-2.7671, -1.2036, 2.8583], [-5.9983, -2.8006, -0.6642], [-0.6170, 5.8124, -4.9746], [0.5435, 1.4323, -4.1188], [-0.4722, 3.2422, 2.0565], [-0.6456, -5.3822, -1.6707], [4.3396, 0.4225, -3.4355], [2.0713, -1.5398, -0.3881], [-1.0425, 2.5726, 0.4542], [-0.8305, 4.2687, 2.0404], [-0.0689, -4.3201, 5.7767], [2.1955, 6.1609, -2.7543], [1.8296, 7.5929, 0.2380], [-5.6675, -4.8683, -0.1274], [-1.0295, 4.7956, -4.6858], [-0.4323, -1.4425, -0.6347], [0.0940, -0.0276, 1.8483], [0.2314, 7.4758, -0.4897]],
  "mulliken_charge": [0.36, 0.39, -0.50, -0.44, -0.74, -1.10, 0.71, -1.13, 0.37, -1.71, 0.31, -0.50, -0.82, 0.37, 0.41, -0.65, 0.32, -0.14, -0.22, 0.49, -0.63, 0.44, 0.10, -0.19, 0.25, -0.65, -0.35, -0.71, 0.13, -0.02, -0.45, 0.33, 0.15, -0.63, 0.38, 0.15, 0.49, 0.33, 0.19, -0.48, -1.21, 0.38, -0.06, -0.57, 0.23, 0.41, 0.26, -1.25, -0.61, 0.39, 1.09, 0.89, -0.20, 0.34, 0.05, 0.23, -1.13, -0.49, 0.31, 0.73, 0.33, 0.35, 0.21, 0.28, -0.65, 0.35, 0.32, 0.23, 0.27, 0.34, 0.32, 0.17, -0.84, 0.27, -0.28, 0.56, 0.45, 0.59, 0.25, -0.64, 0.64, -0.08, -0.59, 0.34, 0.39, 0.48, -0.39, 0.39, 0.22, -0.51, 0.25, 0.36, 0.28, 0.30, -0.68, 0.40, 0.41, 0.58, 0.87, -0.72, -0.63, 0.29, -0.62, -1.05, -0.56, 0.01, -0.73, 0.15, 0.43, 0.27, -1.12, 0.34, 0.33, -0.99, 0.54, 0.79, 0.34],
  "homo_lumo_gap_ev": 5.7,
  "charge": -2,
  "lumo_energy_ev": 3.701,
  "e_homo_ev": -2.03,
  "de_lowest_ev": 4.329
}